1.
Density functional theory data (wB97M-V/def2-TZVPD) for a cluster of 3 separate species, C17H41BN3O2 in total.

XYZ file:
```
64
Properties=species:S:1:pos:R:3:lowdin_charge:R:1
H 4.373 -0.824 4.213 0.112
H 2.982 -2.866 0.251 0.076
H 7.322 -1.684 2.738 0.051
H -3.556 2.459 -4.874 0.111
C -5.025 1.803 -3.453 -0.086
N -3.104 3.449 -3.075 -0.191
H 6.853 -1.915 1.041 0.067
H 0.059 -2.103 -1.044 0.105
H -5.305 4.924 -2.178 0.067
H 7.358 -3.286 2.023 0.068
N -1.037 -1.279 3.999 0.018
H 5.026 -3.535 2.005 0.101
B -1.455 -1.265 0.605 -0.579
H -5.168 0.787 -3.834 0.075
O -3.351 -1.553 -1.836 -0.060
H -2.965 -4.056 3.087 0.071
C -2.273 2.144 -1.100 -0.084
H 5.342 1.442 3.650 0.070
C -5.055 5.098 -3.227 -0.101
H -5.213 1.774 -2.377 0.074
C -3.608 4.743 -3.550 -0.260
H -3.460 4.813 -4.635 0.106
H -1.428 -4.408 4.271 0.073
H -1.211 -0.172 1.034 0.028
H 5.374 -2.868 3.561 0.114
H 5.071 -0.629 0.470 0.091
C -0.859 -1.354 -0.938 -0.134
C 4.404 -0.442 3.185 -0.249
C -2.032 -1.616 -2.063 -0.292
H -5.756 4.542 -3.854 0.052
C 3.859 -2.307 -0.096 -0.091
H -0.413 -0.275 -1.176 0.095
H -2.762 1.197 -1.355 0.061
N 4.370 -1.570 2.247 -0.185
H 0.460 -2.240 1.591 0.082
H -2.566 4.239 -1.212 0.112
H -5.786 2.426 -3.926 0.048
H -0.948 -3.422 1.163 0.094
C 6.799 -2.346 2.044 -0.096
H -4.064 3.323 -1.179 0.095
H -0.456 -0.565 3.503 0.014
C -2.177 -3.594 3.828 -0.110
C 5.367 -2.614 2.494 -0.251
C -3.617 2.280 -3.793 -0.244
C -1.298 -2.354 3.149 -0.326
H -5.225 6.162 -3.429 0.066
H -0.846 -1.298 -3.624 0.095
H -2.616 -1.485 0.684 0.043
O -1.623 -1.917 -3.474 -0.065
C 5.561 0.543 3.061 -0.099
H -2.196 2.187 -0.009 0.078
H 3.468 0.121 3.070 0.113
H 4.694 -3.008 -0.197 0.060
H 5.730 0.864 2.030 0.065
C 4.192 -1.158 0.853 -0.269
C -0.705 -2.347 1.620 -0.209
H 3.354 -0.453 0.797 0.120
H -2.926 1.445 -3.624 0.101
H 6.490 0.126 3.457 0.051
H 3.641 -1.915 -1.094 0.072
H -2.780 -3.169 4.763 0.069
H -1.258 2.128 -1.514 0.078
H -2.966 5.529 -3.132 0.104
C -3.060 3.347 -1.614 -0.269
```

Output
LUMO level = 2.713 eV
net charge = -1
M = 330.35 g mol⁻¹
largest force on an atom = 8.532 eV/Å
multiplicity = 1

---

2.
Density functional theory data (wB97M-V/def2-TZVPD) for a cluster of 3 separate species, C17H41N4 in total.

XYZ file:
```
62
Properties=species:S:1:pos:R:3:lowdin_charge:R:1
C 4.935 1.396 -3.954 -0.084
C 3.186 -2.578 1.788 -0.228
N -4.120 0.555 1.495 -0.200
C -0.371 -2.985 1.557 -0.099
H -4.465 -0.274 -1.152 0.072
H -6.951 -0.014 0.664 0.057
H 4.715 0.561 -4.622 0.083
H -2.746 -0.795 0.730 0.078
H 3.474 -1.520 2.040 0.111
H -3.267 3.791 0.790 0.075
H -4.721 3.320 1.658 0.069
H 5.391 2.190 -4.548 0.079
C -4.523 -1.086 -0.427 -0.079
H -1.145 -3.501 2.159 0.130
H -5.568 -1.352 -0.277 0.062
H -6.410 1.644 0.361 0.071
N 1.198 -1.308 1.461 0.115
H -5.652 -0.189 2.707 0.116
C 1.851 -2.520 0.907 -0.245
H 2.127 3.312 -1.404 0.073
H 5.090 -3.224 1.565 0.083
C 0.946 -3.796 1.123 -0.055
H 3.025 -0.611 -1.123 0.082
H -4.039 -1.957 -0.877 0.070
C -0.022 -1.508 1.870 0.074
C -3.701 3.012 1.420 -0.087
H 1.708 -0.426 1.514 0.169
H -0.712 -0.783 2.354 0.165
H 4.460 -0.408 -2.062 0.106
N 2.926 0.895 -2.563 -0.193
H 1.202 -4.463 1.967 0.127
H 2.190 -2.493 -0.150 0.143
N 4.218 -3.315 1.048 0.016
H -2.621 1.497 0.398 0.107
H 5.079 0.345 0.073 0.071
C 3.667 1.916 -3.289 -0.264
C 3.673 0.160 -1.556 -0.255
H 4.307 -2.913 0.117 0.067
H 3.595 1.241 0.345 0.043
H 2.948 -3.112 2.737 0.126
C -3.663 1.678 0.688 -0.276
C 4.320 0.959 -0.421 -0.079
C -3.832 -0.739 0.893 -0.268
H 3.931 2.766 -2.645 0.102
H -4.048 -1.529 1.621 0.111
H 0.775 -4.221 0.119 0.125
H -4.235 1.772 -0.244 0.102
H 5.679 1.072 -3.223 0.066
H 3.026 2.314 -4.081 0.123
C -5.448 0.688 2.085 -0.244
H 1.052 1.621 -3.064 0.114
H 4.818 1.862 -0.775 0.076
C 1.593 1.325 -2.160 -0.250
H 0.457 2.842 -1.126 0.072
C -6.629 0.912 1.140 -0.078
H -7.483 1.289 1.706 0.078
H -5.421 1.518 2.797 0.104
H -0.889 -2.878 0.559 0.136
H 1.721 2.141 -0.136 0.042
H 1.040 0.460 -1.774 0.101
H -3.125 2.970 2.347 0.078
C 1.484 2.469 -1.149 -0.084
```

Output
LUMO level = -4.328 eV
net charge = +1
M = 301.54 g mol⁻¹
largest force on an atom = 3.884 eV/Å
multiplicity = 1

---

3.
Density functional theory data (wB97M-V/def2-TZVPD) for a cluster of 3 separate species, C17H41NO9P2S3Si in total.

XYZ file:
```
74
Properties=species:S:1:pos:R:3:lowdin_charge:R:1
S -1.037 6.839 -0.122 0.814
O -4.423 4.857 -0.696 -0.149
H 1.037 -2.778 -3.009 0.083
H -3.134 5.033 -3.215 0.100
H 0.662 2.264 0.600 0.046
H 2.625 2.117 -1.198 0.046
O -2.570 -3.000 4.088 -0.267
C 2.456 5.329 -1.495 -0.330
H -2.658 3.285 -3.083 0.128
H -0.753 1.213 1.210 0.065
H -2.237 2.903 -0.279 0.114
C -3.478 4.584 0.347 -0.186
H 1.156 7.158 1.052 0.077
H 0.792 -2.180 2.447 0.088
H 0.815 -3.042 5.968 0.080
H 1.194 7.527 -0.725 0.063
H -1.170 -6.540 5.089 0.082
H 3.505 5.136 -1.137 0.073
C -1.289 5.808 -1.651 -0.984
O 2.285 -4.420 -2.907 -0.261
S 0.331 1.605 -2.076 0.714
O 1.057 -4.260 -0.814 -0.283
H 2.517 -2.531 -2.041 0.086
H -2.745 -5.722 4.899 0.092
O 3.357 -4.815 -0.566 -0.274
H 3.619 -8.492 -2.333 0.087
C 2.960 -7.811 -1.798 -0.140
H -1.257 4.167 0.524 0.101
C 0.223 0.462 -0.625 -0.548
H 1.080 -0.265 -0.702 0.061
H -4.236 2.834 -1.315 0.124
H 2.586 1.597 -2.986 0.022
H -0.375 -5.729 -0.509 0.083
C 2.097 -3.015 -2.922 -0.113
H -5.109 3.892 -2.480 0.132
O -0.994 -3.216 2.295 -0.245
H -0.690 -1.180 2.544 0.081
H 2.468 6.360 -1.957 0.070
O -1.252 -5.180 3.539 -0.265
H 1.925 -8.104 -1.976 0.077
H -0.498 -4.851 -2.064 0.084
H 2.989 4.238 -3.935 -0.041
H -0.711 -0.166 -0.656 0.067
C -1.885 -6.135 4.374 -0.114
C 2.102 2.211 -2.183 -0.595
H 0.316 -4.261 7.159 0.089
N -1.779 4.470 -1.581 -0.157
C -0.218 -2.041 2.060 -0.143
C 0.330 -4.012 6.099 -0.134
C 0.828 6.790 0.049 -0.443
C 0.285 1.220 0.791 -0.157
C -2.918 4.214 -2.487 -0.157
H -3.334 5.562 0.893 0.099
H 0.695 4.194 -3.429 -0.066
C -2.084 4.023 -0.212 -0.199
H -0.169 -1.860 0.987 0.065
H -0.976 -4.056 -0.544 0.081
C -0.275 -4.757 -0.997 -0.131
H 2.598 -2.611 -3.806 0.094
C -4.276 3.883 -1.734 -0.174
H 0.747 4.518 -0.297 0.055
H 0.946 0.668 1.517 0.068
S -0.853 6.571 -3.083 0.614
O 3.191 -6.484 -2.279 -0.238
C 1.480 5.363 -0.235 -0.291
H 2.125 5.142 0.670 0.107
H 3.185 -7.868 -0.728 0.085
O -1.025 -3.952 5.627 -0.272
P -1.180 -3.598 3.953 0.683
H -2.230 -6.962 3.748 0.092
H 0.890 -4.780 5.557 0.084
Si 2.022 4.036 -2.826 0.593
H -3.917 3.876 1.116 0.130
P 2.258 -5.272 -1.510 0.679
```

Output
SMILES = CCSC[SiH2]CCCSC(=S)N1CCOCC1.COP(=O)(OC)OC.COP(=O)(OC)OC
LUMO level = -2.175 eV
relative energy (zero: lowest compared OMol25 entry of this formula, charge and spin) = 0.00 kcal per mole
M = 589.75 g mol⁻¹
largest force on an atom = 9.327 eV/Å
multiplicity = 1